The following is a quantum chemistry calculation of C4H11N3O in the gas phase, from OMol25.

Atoms and positions in Å:
1 N 0.318 -2.221 -0.485
2 C 0.796 -1.037 -1.286
3 C 1.482 0.315 -0.782
4 N 1.142 0.413 0.657
5 C 0.034 1.153 0.992
6 O -0.184 1.719 2.043
7 C -1.186 0.915 0.108
8 N -2.213 0.504 1.167
9 H -0.551 -2.168 -0.044
10 H 1.087 -2.607 0.005
11 H 1.408 -1.544 -2.090
12 H -0.015 -0.661 -1.860
13 H 1.181 1.181 -1.232
14 H 2.621 0.360 -0.786
15 H 1.945 0.334 1.303
16 H -1.470 1.828 -0.477
17 H -1.214 -0.074 -0.404
18 H -3.107 0.835 1.052
19 H -2.073 0.755 2.119

Values from the calculation:
HOMO, eV: -9.062
ΔE to the lowest compared entry with this formula, charge and spin, kcal per mole: 65.8
Kohn-Sham gap, eV: 9.878

For each atom in turn, the natural (NBO) charge in e is:
1 N -0.8389
2 C -0.2510
3 C -0.2326
4 N -0.6264
5 C 0.6683
6 O -0.6057
7 C -0.3513
8 N -0.8562
9 H 0.3757
10 H 0.3638
11 H 0.1958
12 H 0.1931
13 H 0.1958
14 H 0.2018
15 H 0.4033
16 H 0.2114
17 H 0.2227
18 H 0.3500
19 H 0.3803